1.
Here is a cluster of 3 separate species, C4H13N2 in total from OMol25. Energies are from ωB97M-V/def2-TZVPD.

Results
* maximum force: 0.0826 Eh/bohr
* charge: +1
* frontier orbital gap: 5.251 eV

Cartesian coordinates (Å):
1 C -0.13 0.64 0.95
2 N 0.32 -0.48 1.78
3 C -0.42 0.16 -0.48
4 N 2.97 0.97 1.36
5 C -1.57 -0.06 -2.71
6 C -1.41 0.47 -1.29
7 H -0.94 1.35 1.25
8 H 0.71 1.41 0.98
9 H 0.02 -0.33 2.73
10 H -0.79 -3.01 1.59
11 H 0.34 -0.59 -0.62
12 H 3.32 0.93 0.38
13 H 2.19 0.17 1.29
14 H 3.82 0.48 1.83
15 H -2.64 -0.16 -2.90
16 H -1.19 0.65 -3.46
17 H -1.14 -1.04 -2.91
18 H -1.32 -2.82 1.15
19 H -2.14 1.27 -0.93

2.
Here is a structure of composition H12NiO6 from OMol25. Energies are from ωB97M-V/def2-TZVPD.

Results
* maximum force: 0.0499 Eh/bohr
* <S²>: 2.00
* charge: +2
* multiplicity: 3
* frontier orbital gap (alpha / beta): 12.771 / 12.577 eV

Cartesian coordinates (Å):
1 Ni 0.09 -0.04 -0.06
2 O 1.88 -0.48 -0.86
3 H 2.38 0.34 -0.97
4 H 2.12 -1.09 -1.56
5 O -0.44 -1.95 -0.36
6 H 0.27 -2.60 -0.28
7 H -1.27 -2.45 -0.25
8 O -1.72 0.36 0.61
9 H -2.22 1.14 0.29
10 H -2.37 -0.05 1.22
11 O 0.47 1.91 0.45
12 H 0.50 2.03 1.41
13 H 1.01 2.60 0.09
14 O 0.48 -0.41 1.96
15 H 1.20 -0.60 2.53
16 H -0.23 -1.02 2.10
17 O -0.49 0.49 -1.95
18 H -0.24 1.44 -2.06
19 H -1.39 0.37 -2.31

Going through the records in order, we get ΔE to the lowest compared entry with this formula, charge and spin values of 8.340 0.541 eV.
Going through the records in order, we get E values of -7325.147 -53508.201 eV.